DFT (ωB97M-V with the def2-TZVPD basis set) results for a 3-piece molecular cluster, C16H40N3O5 overall.

Each atom is followed by the atoms it is bonded to, with distances in Å.
Element x y z (Å)
1 C 6.633 -2.055 0.359  C2 1.554, H7 1.098, H8 1.108, H9 1.099
2 C 5.512 -1.996 -0.716  C1 1.554, C3 1.551, H10 1.095, H11 1.109
3 C 4.476 -0.868 -0.477  C2 1.551, C4 1.550, H12 1.103, H13 1.107
4 C 3.178 -1.332 0.232  C3 1.550, O5 1.404, H14 1.100, H15 1.118
5 O 2.769 -2.604 -0.200  C4 1.404, N6 1.453
6 N 2.016 -3.156 0.914  O5 1.453, H16 1.025
7 H 6.263 -2.338 1.352  C1 1.098
8 H 7.331 -2.858 0.050  C1 1.108
9 H 7.222 -1.126 0.380  C1 1.099
10 H 5.057 -2.981 -0.863  C2 1.095
11 H 6.022 -1.751 -1.669  C2 1.109
12 H 4.905 0.012 0.034  C3 1.103
13 H 4.186 -0.498 -1.480  C3 1.107
14 H 3.203 -1.280 1.331  C4 1.100
15 H 2.369 -0.632 -0.093  C4 1.118
16 H 1.662 -4.071 0.617  N6 1.025
17 C -5.133 0.186 2.545  O18 1.414, H26 1.090, H27 1.094, H28 1.095
18 O -4.859 -1.060 3.154  C17 1.414, C19 1.427
19 C -4.885 -2.153 2.238  O18 1.427, C20 1.520, H29 1.094, H30 1.095
20 C -3.499 -2.759 2.089  C19 1.520, N21 1.458, H31 1.094, H32 1.097
21 N -2.606 -1.856 1.373  C20 1.458, C22 1.473, H33 1.011
22 C -1.194 -2.274 1.389  N21 1.473, C23 1.525, H34 1.091, H35 1.092
23 C -0.476 -2.278 2.734  C22 1.525, O24 1.429, H36 1.096, H37 1.099
24 O -0.303 -0.976 3.297  C23 1.429, C25 1.412
25 C -1.382 -0.519 4.085  O24 1.412, H38 1.093, H39 1.095, H40 1.093
26 H -5.191 0.937 3.333  C17 1.090
27 H -4.335 0.472 1.853  C17 1.094
28 H -6.091 0.162 2.014  C17 1.095
29 H -5.292 -1.858 1.267  C19 1.094
30 H -5.553 -2.908 2.665  C19 1.095
31 H -3.576 -3.698 1.533  C20 1.094
32 H -3.121 -2.983 3.094  C20 1.097
33 H -2.673 -0.937 1.789  N21 1.011
34 H -0.654 -1.590 0.733  C22 1.091
35 H -1.111 -3.266 0.940  C22 1.092
36 H 0.534 -2.664 2.550  C23 1.096
37 H -0.939 -2.959 3.462  C23 1.099
38 H -1.899 -1.337 4.594  C25 1.093
39 H -2.092 0.056 3.482  C25 1.095
40 H -0.978 0.159 4.843  C25 1.093
41 C -1.153 5.412 -2.039  O42 1.415, H50 1.090, H51 1.094, H52 1.095
42 O -1.826 4.172 -2.147  C41 1.415, C43 1.425
43 C -1.951 3.713 -3.490  O42 1.425, C44 1.520, H53 1.094, H54 1.094
44 C -1.140 2.444 -3.697  C43 1.520, N45 1.460, H55 1.094, H56 1.096
45 N 0.292 2.729 -3.661  C44 1.460, C46 1.464, H57 1.011
46 C 1.132 1.530 -3.625  N45 1.464, C47 1.530, H58 1.093, H59 1.095
47 C 1.047 0.643 -2.382  C46 1.530, O48 1.415, H60 1.094, H61 1.095
48 O 1.542 1.255 -1.206  C47 1.415, C49 1.415
49 C 0.594 2.023 -0.488  O48 1.415, H62 1.093, H63 1.095, H64 1.091
50 H -1.197 5.725 -0.997  C41 1.090
51 H -0.101 5.317 -2.327  C41 1.094
52 H -1.637 6.176 -2.655  C41 1.095
53 H -1.668 4.485 -4.212  C43 1.094
54 H -3.008 3.479 -3.649  C43 1.094
55 H -1.393 2.010 -4.669  C44 1.094
56 H -1.427 1.732 -2.914  C44 1.096
57 H 0.493 3.285 -2.841  N45 1.011
58 H 2.167 1.870 -3.718  C46 1.093
59 H 0.920 0.924 -4.511  C46 1.095
60 H 1.695 -0.221 -2.556  C47 1.094
61 H 0.043 0.238 -2.218  C47 1.095
62 H -0.420 1.630 -0.588  C49 1.093
63 H 0.625 3.072 -0.802  C49 1.095
64 H 0.874 1.992 0.566  C49 1.091

Calculated values
- Gap between HOMO and LUMO: 3.51 eV
- Total charge: -1
- E_tot: -1173.87301 a.u.
- Max |F|: 1.84 eV/Å
- E_HOMO: -1.0 eV

Atomic partial charges in e from the Mulliken method, atoms 1 to 2:
1. C -1.188
2. C -0.501